[1]
8
Properties=species:S:1:pos:R:3:forces:R:3:lowdin_charge:R:1 method="wB97M-V/def2-TZVPD" energy_ha=-548.14169 relative_energy_kj_mol=184.2 fmax_ev_per_a=3.50
C 0.41510 0.58005 -0.60252 -0.2 0.1 1.9 -0.4103
N 1.26494 0.43807 -1.52283 1.3 -1.9 0.3 0.0609
N -0.05708 -0.21047 0.50752 2.1 -2.8 0.0 -0.4649
S -1.09061 0.33768 1.78570 0.3 -0.3 -0.4 0.6791
H 0.11992 1.59963 -0.51743 -1.4 0.7 0.1 0.0817
H 0.53138 -1.11755 0.79209 -1.6 2.9 -1.1 0.1346
H 1.85292 -0.43812 -1.48642 -1.2 0.7 -0.1 0.0600
H -2.01876 -0.68173 1.87026 0.6 0.6 -0.6 -0.1412

[2]
58
Properties=species:S:1:pos:R:3:forces:R:3:lowdin_charge:R:1 method="wB97M-V/def2-TZVPD" energy_ha=-2424.07336 total_charge=+1 relative_energy_kj_mol=184.5 fmax_ev_per_a=4.37
C -2.45699 -3.43492 -1.34234 1.2 -0.4 0.2 -0.0592
C -1.16587 -4.00480 -2.07997 -2.3 -0.6 -0.5 -0.2091
O -0.07192 -4.31241 -1.17846 1.0 1.6 -0.8 0.0292
B 0.99567 -3.39872 -1.26513 0.5 -1.0 0.1 -0.5340
O 2.31501 -3.85177 -1.25168 -2.1 0.3 0.1 0.1654
C 0.68572 -1.81199 -1.33631 0.8 -1.6 0.3 -0.0637
N 1.03692 -1.00212 -2.37250 -2.0 0.8 3.4 0.1649
C 0.53461 0.28844 -2.04303 -1.0 -0.8 2.4 0.0505
C -0.10627 0.15822 -0.73185 0.8 0.9 -1.8 -0.2045
N -0.76895 1.19723 0.00042 0.2 -2.2 -1.3 0.1378
N 0.01003 -1.18447 -0.27974 1.2 1.5 -3.9 0.0509
C -0.43751 -1.81858 0.96354 0.4 -1.5 1.2 -0.0053
C 0.83097 -2.09379 1.91295 0.2 0.9 -0.3 -0.4299
O 1.65375 -1.22237 1.96801 -0.4 -1.2 0.2 0.1485
O 0.96009 -3.29816 2.58016 -0.9 1.4 -0.8 0.1176
H -2.33442 -2.35319 -1.05707 -0.3 -1.0 -0.5 0.0665
H -3.35021 -3.58698 -2.00141 0.8 0.3 0.7 0.0928
H -2.56253 -4.03261 -0.38984 -0.2 0.6 -1.0 0.0894
H -1.49403 -4.99504 -2.52212 0.6 1.1 0.5 0.1386
H -0.89013 -3.35515 -2.95456 0.1 -0.5 0.9 0.1271
H 2.27604 -4.82696 -1.30520 0.3 0.5 0.3 0.1121
H 1.55640 -1.32633 -3.20224 -0.4 0.1 0.3 0.1625
H 0.61257 1.19439 -2.68187 0.0 -1.1 0.7 0.1390
H -1.28920 1.73567 -0.70762 0.1 0.3 0.8 0.0929
H -1.44919 0.71493 0.60048 0.1 0.8 -0.1 0.0891
H -0.89833 -2.83701 0.78684 0.1 1.5 -0.3 0.1212
H -1.12876 -1.14409 1.53507 0.6 -0.7 -0.7 0.1512
H 0.10554 -3.76904 2.61731 0.4 0.1 -0.1 0.1264
C -1.00423 6.54125 -0.55891 -0.1 0.0 -0.1 -0.2687
S -0.95006 4.86379 0.09727 0.1 0.2 0.2 0.7923
O -2.22434 4.18201 -0.29887 0.1 -0.1 0.0 -0.5814
C -1.10276 5.33190 1.82962 0.0 -0.1 -0.4 -0.2951
H -0.96049 6.48687 -1.64661 0.0 -0.1 0.1 0.0487
H -1.93214 7.02919 -0.25752 0.0 -0.1 0.0 0.0610
H -0.14569 7.10390 -0.19037 0.0 -0.1 0.0 0.0558
H -2.02378 5.89415 1.98251 0.0 0.0 -0.1 0.0662
H -0.24324 5.93446 2.12081 0.0 -0.1 0.0 0.0561
H -1.12763 4.42678 2.43140 0.0 0.0 -0.2 0.0291
C 3.27869 -4.53652 -6.38586 0.1 0.1 0.0 -0.2539
S 1.81566 -4.42805 -5.34205 0.0 0.0 -0.1 0.8447
O 1.64840 -2.98996 -4.94824 0.1 0.0 0.4 -0.5694
C 2.52117 -5.28288 -3.92461 0.2 -0.1 0.0 -0.2567
H 3.07041 -4.02064 -7.32280 -0.1 0.0 0.1 0.0574
H 4.12631 -4.06084 -5.89051 -0.1 0.0 0.1 0.0642
H 3.50162 -5.58409 -6.59170 -0.1 0.0 0.0 0.0611
H 3.41235 -4.75538 -3.58156 0.0 0.0 -0.1 0.0700
H 2.77279 -6.30922 -4.19539 -0.1 0.0 -0.1 0.0694
H 1.77447 -5.29099 -3.13400 -0.1 -0.1 -0.3 0.0236
C 0.21103 4.08587 6.16810 0.1 0.0 0.0 -0.2657
S -1.34963 4.58163 5.41398 0.0 0.1 0.1 0.8154
O -1.05872 5.71944 4.49441 0.0 -0.1 0.5 -0.5620
C -2.07448 5.27185 6.91229 0.0 0.1 0.1 -0.2642
H 0.84625 3.65765 5.39281 -0.1 0.0 0.0 0.0499
H 0.70671 4.95439 6.60395 -0.1 0.0 0.0 0.0610
H 0.02233 3.33479 6.93643 0.0 0.0 0.0 0.0540
H -1.43650 6.06615 7.30194 0.0 0.0 -0.1 0.0614
H -2.19015 4.48308 7.65704 0.0 0.0 -0.1 0.0549
H -3.05337 5.68106 6.66458 0.1 -0.1 -0.1 0.0531

[3]
25
Properties=species:S:1:pos:R:3:forces:R:3:mulliken_spin:R:1 method="wB97M-V/def2-TZVPD" energy_ha=-968.86695 total_charge=+3 relative_energy_kj_mol=0.0 multiplicity=4 fmax_ev_per_a=6.60
O -0.04681 2.90287 -4.99533 0.0 -3.2 3.8 0.1274
C -0.04329 2.15243 -4.10364 0.0 4.3 -5.0 -0.0973
Re -0.03676 0.89234 -2.61029 -0.1 -3.6 1.5 1.0218
O -0.03529 3.18619 -0.47373 0.0 -3.4 -3.0 0.0877
C -0.03747 2.35418 -1.28374 0.0 5.1 3.9 -0.0304
C -0.04358 -0.92661 -3.78377 0.0 -1.8 -1.4 0.2206
O -0.12090 -2.10789 -3.65598 0.2 2.7 -0.2 0.5306
C 1.96399 0.70650 -2.63916 6.2 0.1 0.1 0.0034
O 3.11945 0.58834 -2.64673 -4.9 0.3 0.0 0.0025
C -2.04043 0.69056 -2.63600 -5.5 0.1 0.1 -0.0030
O -3.18685 0.56013 -2.64300 4.2 0.3 0.0 0.0029
H 0.07730 -0.31016 -4.75483 -0.1 -1.5 -0.1 0.1269
N -0.03860 -0.50412 -0.87295 0.1 0.7 2.5 -0.0495
C -0.01615 -0.63025 0.29040 -0.1 0.0 -2.8 0.0947
C 0.01498 -0.75618 1.70354 0.0 -0.1 1.3 0.0162
C -0.23299 -1.98910 2.34185 0.0 0.5 -2.4 0.2258
C -0.21049 -2.08003 3.73681 0.1 0.2 2.3 0.2793
C 0.06238 -0.94933 4.51915 0.0 0.2 0.1 -0.0386
C 0.31708 0.28146 3.89343 -0.1 -0.9 2.4 0.2616
C 0.29274 0.37873 2.50212 -0.1 -0.2 -2.4 0.2055
H -0.44247 -2.87186 1.73692 0.0 0.1 0.2 -0.0061
H -0.41050 -3.04291 4.22165 0.1 0.3 -0.2 -0.0018
H 0.07415 -1.02935 5.61347 0.0 0.1 -0.5 0.0065
H 0.53140 1.16057 4.51037 -0.1 -0.2 -0.3 -0.0019
H 0.48912 1.34350 2.02945 0.0 -0.2 0.2 0.0152